Entry 1:
30
Properties=species:S:1:pos:R:3 method="wB97M-V/def2-TZVPD" molar_mass_da=473.2 multiplicity=2 total_charge=+1 energy_ha=-1122.0083
Re -0.0355 -0.0355 0.0002
O 4.3414 4.3415 0.0029
C 3.5029 3.5030 0.0019
C 1.9628 3.7426 0.0048
O 1.3785 4.7808 0.0046
C 1.4080 2.3603 0.0028
C 2.3603 1.4080 0.0026
O 1.9086 0.1531 0.0014
C 3.7427 1.9629 0.0043
O 4.7809 1.3787 0.0038
O 0.1531 1.9086 0.0018
B -2.5834 -2.5834 0.0001
N -2.8877 -1.0251 0.0001
C -4.1008 -0.5296 0.0001
C -4.0610 0.8831 0.0002
C -2.7443 1.1945 0.0002
N -1.9969 0.0199 0.0002
N -1.0251 -2.8877 0.0001
C -0.5296 -4.1008 0.0002
C 0.8831 -4.0610 0.0004
C 1.1945 -2.7444 0.0003
N 0.0199 -1.9970 0.0002
H -3.0479 -3.0479 -1.0028
H -3.0479 -3.0479 1.0030
H -4.9504 -1.1959 0.0000
H -4.8986 1.5583 0.0002
H -2.2446 2.1492 0.0002
H -1.1960 -4.9504 0.0001
H 1.5583 -4.8986 0.0005
H 2.1493 -2.2447 0.0004

***

Entry 2:
30
Properties=species:S:1:pos:R:3 method="wB97M-V/def2-TZVPD" molar_mass_da=373.8 total_charge=-1 energy_ha=-923.4458
C 1.5177 0.2828 -2.5888
C 0.3702 0.4515 -3.5112
C -0.6989 -0.5588 -3.3356
C -0.1164 -1.4911 -2.4993
C 1.0773 -0.9671 -1.7320
Hg -0.7780 0.4737 -1.2993
P -0.2017 2.8654 -0.7103
H 2.3788 1.0316 -2.3534
H 0.3583 1.0998 -4.4087
H -1.6182 -0.6807 -4.0335
H 1.6475 -1.4640 -0.9799
H -0.4759 -2.4960 -2.5205
H -1.3291 3.2847 0.1205
H 0.1946 3.6474 -1.8597
H 0.9925 2.2646 -0.0119
C -1.6444 1.0332 2.6110
C -0.2022 0.7322 2.2235
O -0.1803 -0.2779 1.1365
C -0.2646 -1.6013 1.6599
C 1.1747 -2.1691 1.8483
H -2.1711 1.5280 1.7861
H -1.6640 1.6941 3.4917
H -2.1558 0.1016 2.8608
H 0.2963 1.6408 1.7817
H 0.4155 0.3666 3.0934
H -0.7803 -1.6558 2.6101
H -0.7517 -2.2147 0.9188
H 1.7109 -1.5769 2.6425
H 1.1372 -3.2451 2.1665
H 1.7611 -2.0993 0.8928